No. 1
# C34H80N3O14P

A cluster of 8 separate species, C34H80N3O14P in total in a non-equilibrium geometry (wB97M-V/def2-TZVPD, OMol25).

Energy above the lowest of the compared OMol25 structures with the same formula, charge and spin, kcal/mol: 0.0
SMILES: CC[C@@H](C#N)[C@@H](C#N)[PH2]=N.COCCOC.COCCOC.COCCOC.COCCOC.COCCOC.COCCOC.COCCOC
Gap between HOMO and LUMO, eV: 9.4

Geometry (Å):
C: 5.11477 -2.94063 5.70314
C: 4.02381 -3.74525 4.87099
C: 2.81289 -2.77881 4.65601
C: 3.18235 -1.83797 3.50867
N: 3.38928 -1.29706 2.54782
C: 1.46519 -3.47582 4.26870
C: 1.15422 -4.68016 5.10085
N: 0.84486 -5.66172 5.56418
P: 0.12071 -2.15838 4.42717
N: -0.05680 -1.75573 5.95081
H: 4.78257 -1.89129 5.86269
H: 6.07947 -2.86952 5.16806
H: 5.20700 -3.42875 6.68888
H: 3.77038 -4.68167 5.39627
H: 4.49981 -3.96627 3.89303
H: 2.69839 -2.17153 5.58048
H: 1.50358 -3.72233 3.18222
H: -1.06118 -2.67922 3.83774
H: 0.58867 -1.08160 3.61353
H: -1.03196 -1.93912 6.19147
C: 4.14382 0.08728 -0.22279
O: 4.05035 0.80618 -1.44435
C: 2.79857 1.46485 -1.59405
C: 2.91440 2.94804 -1.29677
O: 3.19567 3.18286 0.07808
C: 4.55824 3.49519 0.31147
H: 5.18365 -0.20978 -0.08432
H: 3.84574 0.69510 0.63322
H: 3.52711 -0.81474 -0.27205
H: 2.03338 1.00064 -0.96447
H: 2.49506 1.33886 -2.63814
H: 1.95332 3.42538 -1.51250
H: 3.67230 3.41256 -1.93557
H: 4.77580 4.50987 -0.03879
H: 5.22790 2.78262 -0.17659
H: 4.73430 3.45464 1.38624
C: -0.72081 2.73812 -3.02919
O: -0.61653 1.88202 -1.90034
C: -0.88502 2.56222 -0.67821
C: -2.28208 2.26170 -0.16834
O: -3.27768 2.80928 -1.02286
C: -3.86966 1.83416 -1.86517
H: -0.70770 2.11860 -3.92549
H: -1.65143 3.31034 -3.02367
H: 0.13654 3.41802 -3.06305
H: -0.73609 3.64047 -0.79194
H: -0.15770 2.19860 0.05570
H: -2.40657 2.73249 0.81183
H: -2.42474 1.18468 -0.04494
H: -4.53911 1.19172 -1.28292
H: -3.11771 1.22347 -2.37189
H: -4.45879 2.35365 -2.62043
C: -1.87267 -8.71104 3.46288
O: -1.10339 -8.06922 2.45811
C: 0.24195 -7.84068 2.86387
C: 1.18672 -8.85797 2.25088
O: 0.95212 -10.16194 2.76683
C: 0.22065 -10.98089 1.87031
H: -2.81154 -9.03383 3.01233
H: -1.36504 -9.59127 3.86477
H: -2.09606 -8.00757 4.27110
H: 0.32534 -7.83765 3.95405
H: 0.51795 -6.84351 2.50391
H: 2.21349 -8.58817 2.51711
H: 1.10871 -8.85036 1.15885
H: 0.85965 -11.28676 1.03528
H: -0.66942 -10.47333 1.48965
H: -0.09469 -11.87364 2.40988
C: 3.18977 -1.69355 9.74308
O: 4.05358 -1.08855 8.79257
C: 3.93525 0.32934 8.77463
C: 5.08342 0.99169 9.51364
O: 5.02997 0.71903 10.90823
C: 5.95295 -0.28093 11.30555
H: 3.48122 -2.73926 9.84420
H: 3.26827 -1.21964 10.72466
H: 2.15505 -1.65198 9.38899
H: 2.97230 0.64542 9.18675
H: 3.96876 0.63907 7.72496
H: 4.99772 2.07623 9.39559
H: 6.04487 0.68195 9.09188
H: 6.97102 0.12211 11.29298
H: 5.89597 -1.16475 10.66496
H: 5.71062 -0.57733 12.32582
C: -3.18063 2.81199 -8.66131
O: -2.16466 3.62761 -9.22013
C: -1.78546 4.69601 -8.35905
C: -0.47795 4.39819 -7.64939
O: -0.62039 3.32488 -6.72579
C: -0.09834 2.10465 -7.22535
H: -3.26724 1.91514 -9.27491
H: -2.94242 2.50621 -7.63930
H: -4.13905 3.34124 -8.67885
H: -2.57902 4.91763 -7.63904
H: -1.64906 5.58006 -8.98956
H: -0.18337 5.28013 -7.07247
H: 0.31641 4.18803 -8.37235
H: 0.99620 2.13479 -7.21984
H: -0.45854 1.89119 -8.23484
H: -0.42555 1.30161 -6.56462
C: -1.70413 -4.78872 0.73240
O: -1.41110 -3.43735 1.06556
C: -1.08859 -2.65056 -0.07833
C: -2.25676 -1.78097 -0.50262
O: -3.33791 -2.56387 -0.99243
C: -4.38228 -2.70883 -0.04429
H: -2.13514 -5.26752 1.61173
H: -2.42623 -4.85887 -0.08428
H: -0.78401 -5.31707 0.46415
H: -0.75429 -3.28400 -0.90529
H: -0.25362 -2.00146 0.20610
H: -1.93170 -1.13345 -1.32313
H: -2.58198 -1.14059 0.32384
H: -4.93699 -1.76921 0.04926
H: -4.00380 -3.01511 0.93440
H: -5.06326 -3.47802 -0.40748
C: -7.03346 9.01020 -7.61807
O: -6.24723 9.64834 -8.61110
C: -4.89996 9.84366 -8.20009
C: -3.97489 8.81411 -8.82233
O: -4.23915 7.50875 -8.32270
C: -4.98558 6.71624 -9.23187
H: -7.97705 8.71359 -8.07599
H: -6.54630 8.11391 -7.22572
H: -7.24542 9.70787 -6.80157
H: -4.81895 9.83015 -7.10869
H: -4.60186 10.83818 -8.54669
H: -2.94342 9.05883 -8.55017
H: -4.04953 8.83673 -9.91394
H: -4.34806 6.40813 -10.06734
H: -5.86283 7.24736 -9.60955
H: -5.32259 5.82293 -8.70573

Cartesian forces (eV/Å) of the 3 atoms listed first:
-0.6 -0.2 -0.2
1.2 1.2 0.0
0.5 0.2 -0.4


No. 2
# C34H82B2Br2N5O11

A cluster of 5 separate species, C34H82B2Br2N5O11 in total in a non-equilibrium geometry (wB97M-V/def2-TZVPD, OMol25).

Total charge: -1
Gap between HOMO and LUMO, eV: 6.4

Geometry (Å):
C: -1.23400 -0.14836 4.21578
C: -2.50276 0.65637 3.54418
C: -2.78569 -0.01487 2.07573
C: -2.23674 0.91944 0.80163
O: -0.86090 0.53942 0.46188
B: -0.21961 1.55423 -0.44828
C: -1.15551 2.00360 -1.71060
O: -0.30145 1.88953 -2.94106
C: -1.00075 1.06730 -3.96443
C: 0.15737 0.73961 -5.12191
B: 1.12554 0.73909 -1.05063
N: 2.56746 1.27129 -0.86329
O: 1.03440 -0.57139 -1.76211
C: 0.32789 2.75344 0.52683
Br: 0.22767 2.71227 2.56836
C: 1.01261 4.01137 0.02083
C: 1.29375 4.30430 -1.56074
Br: 1.65810 5.45441 1.31114
H: -0.69319 -0.72534 3.34081
H: -0.46980 0.53681 4.77781
H: -1.69201 -0.98835 4.92609
H: -3.44815 0.40143 4.22694
H: -2.39849 1.82182 3.54997
H: -2.37651 -1.10763 1.94883
H: -3.97137 -0.02678 1.93900
H: -3.02596 0.76939 -0.04915
H: -2.29401 2.03927 1.19144
H: -1.61373 3.07553 -1.58230
H: -2.07058 1.27372 -1.94133
H: -1.33575 0.00346 -3.55262
H: -1.87623 1.62872 -4.50687
H: -0.13800 -0.20609 -5.75282
H: 0.34955 1.70341 -5.79829
H: 1.16446 0.59743 -4.50389
H: 3.08728 1.04960 -1.76380
H: 3.01224 0.65857 -0.14154
H: 0.05606 -0.78403 -1.79918
H: 1.87305 5.34018 -1.69009
H: 0.24771 4.44716 -2.11602
H: 1.93824 3.50431 -2.12040
C: -0.56885 2.09394 7.85281
O: 0.10810 2.60545 6.71111
C: -0.53055 3.74918 6.12790
C: 0.27772 5.02858 6.39576
N: 0.20857 5.42226 7.80689
C: 1.18976 6.44054 8.19677
C: 2.68471 6.11327 8.00412
O: 3.18670 5.10317 8.88037
C: 2.90039 3.77341 8.47083
H: -0.14789 1.11086 8.08244
H: -0.40845 2.73681 8.72056
H: -1.63949 1.97796 7.66534
H: -1.57205 3.85262 6.45930
H: -0.54878 3.57400 5.04820
H: -0.11757 5.84173 5.77725
H: 1.30662 4.83095 6.08487
H: 0.35578 4.60119 8.38901
H: 1.02367 6.63633 9.26356
H: 0.95515 7.37128 7.66750
H: 3.24368 7.02278 8.25594
H: 2.94236 5.88997 6.96393
H: 2.90737 3.65731 7.38465
H: 1.94397 3.45799 8.88823
H: 3.66420 3.11303 8.89361
C: 9.17147 0.36368 8.35450
O: 9.04048 0.34432 6.93822
C: 8.47285 -0.87017 6.42936
C: 7.03893 -0.64042 5.92636
N: 6.11156 -0.40191 7.03727
C: 4.80483 0.12437 6.62847
C: 4.77358 1.46218 5.86142
O: 5.13629 2.60097 6.64354
C: 6.53606 2.78685 6.79852
H: 9.80995 1.21027 8.62283
H: 8.20136 0.51230 8.83285
H: 9.63604 -0.55316 8.72657
H: 8.51750 -1.68479 7.16397
H: 9.09246 -1.16603 5.57771
H: 6.70731 -1.52118 5.36572
H: 7.07013 0.21012 5.24081
H: 6.53145 0.26072 7.68482
H: 4.22185 0.25159 7.54929
H: 4.29075 -0.64109 6.03581
H: 3.73200 1.63248 5.56276
H: 5.34460 1.43265 4.92799
H: 7.10077 2.48518 5.91341
H: 6.88284 2.24942 7.68134
H: 6.72209 3.85003 6.98102
C: -5.94161 -3.15199 -7.75718
O: -6.17809 -1.75819 -7.59977
C: -7.34094 -1.45662 -6.81687
C: -6.94902 -0.90319 -5.43772
N: -6.36400 -1.94499 -4.58716
C: -5.69124 -1.43545 -3.38742
C: -4.51951 -0.45110 -3.58029
O: -3.34711 -1.03216 -4.15296
C: -3.38933 -1.17134 -5.56604
H: -5.18886 -3.28026 -8.54030
H: -5.54377 -3.58532 -6.83742
H: -6.84952 -3.68101 -8.05834
H: -8.01346 -2.31993 -6.72938
H: -7.88274 -0.67604 -7.35902
H: -7.83916 -0.49675 -4.94531
H: -6.24682 -0.08308 -5.60709
H: -5.68618 -2.47542 -5.12929
H: -5.30764 -2.31342 -2.85264
H: -6.44265 -0.97541 -2.73535
H: -4.22016 -0.11425 -2.58029
H: -4.80843 0.45611 -4.12041
H: -3.93269 -0.35809 -6.05255
H: -3.82165 -2.13733 -5.82762
H: -2.36084 -1.17221 -5.94083
C: -2.89006 -6.42556 -10.54815
O: -2.12536 -7.26127 -9.68779
C: -0.70969 -7.06527 -9.80428
C: -0.14835 -6.34869 -8.56599
N: -0.57097 -4.94502 -8.51983
C: -0.33643 -4.28763 -7.22970
C: -1.00956 -4.89051 -5.97968
O: -2.43019 -4.74649 -5.94546
C: -3.13768 -5.70460 -6.71969
H: -3.91763 -6.80027 -10.55678
H: -2.91188 -5.39964 -10.17532
H: -2.50511 -6.44427 -11.57105
H: -0.44165 -6.54063 -10.73065
H: -0.26423 -8.06314 -9.85521
H: 0.94599 -6.39274 -8.58825
H: -0.49553 -6.90072 -7.68902
H: -1.56526 -4.88988 -8.72734
H: -0.69462 -3.25631 -7.33949
H: 0.74491 -4.22709 -7.06089
H: -0.63770 -4.32625 -5.11573
H: -0.71877 -5.92998 -5.79752
H: -2.65204 -6.68309 -6.72396
H: -3.26817 -5.33220 -7.73594
H: -4.13909 -5.81797 -6.29241

Cartesian forces (eV/Å) of the 3 atoms listed first:
-0.3 -0.5 -0.3
-0.4 -1.5 0.7
-1.0 1.4 -0.9


No. 3
# C34H83N5O8S2

A structure of composition C34H83N5O8S2 in a non-equilibrium geometry (wB97M-V/def2-TZVPD, OMol25).

Energy above the lowest of the compared OMol25 structures with the same formula, charge and spin, kcal/mol: 59.4
Gap between HOMO and LUMO, eV: 7.9

Geometry (Å):
C: -3.26634 -1.29353 -2.62197
C: -2.35482 -2.10273 -3.55326
N: -1.06489 -1.46033 -3.84198
C: 0.01368 -2.49293 -4.15557
C: 0.48423 -3.14019 -2.86625
C: -1.38276 -0.55743 -4.94650
C: -0.17036 0.29378 -5.37908
H: -2.77085 -0.97767 -1.70391
H: -4.21074 -1.79683 -2.41489
H: -3.53072 -0.34397 -3.08730
H: -2.16634 -3.03679 -3.02401
H: -2.95439 -2.42355 -4.40513
H: -0.38446 -3.23498 -4.84763
H: 0.86581 -2.08513 -4.69933
H: 0.82709 -2.36036 -2.18623
H: -0.33657 -3.69548 -2.41234
H: 1.29355 -3.84672 -3.05040
H: -2.22049 0.11559 -4.76383
H: -1.71644 -1.16368 -5.78865
H: -0.46193 0.92045 -6.22192
H: 0.72060 -0.23334 -5.72031
H: -0.04568 1.07877 -4.63319
C: -3.61063 -1.38512 3.84426
C: -2.61222 -1.17252 4.99675
N: -2.43852 -2.29415 5.89721
C: -3.51074 -2.50044 6.86631
C: -3.74913 -1.45835 7.84526
C: -2.05747 -3.54948 5.31976
C: -0.59290 -3.52225 4.74758
H: -4.62969 -1.56343 4.18751
H: -3.26233 -2.24537 3.27263
H: -3.66525 -0.49214 3.22160
H: -1.65952 -0.88682 4.55083
H: -2.82746 -0.21826 5.47752
H: -4.44924 -2.69717 6.34804
H: -3.31786 -3.36916 7.49578
H: -2.81896 -1.15001 8.32255
H: -4.20075 -0.55486 7.43558
H: -4.45986 -1.75825 8.61534
H: -2.77540 -3.76626 4.52876
H: -2.09485 -4.29536 6.11372
H: -0.33842 -4.35529 4.09231
H: 0.12171 -3.50689 5.57051
H: -0.47230 -2.78649 3.95246
C: 3.55521 -4.52849 4.28266
C: 3.70636 -4.81618 2.80826
N: 3.35797 -3.71555 1.85679
C: 2.04795 -3.00833 2.11386
C: 1.41419 -2.55531 0.79389
C: 4.47014 -2.75482 1.48686
C: 5.65819 -3.52412 0.69917
H: 4.27361 -3.79211 4.64283
H: 3.64340 -5.48768 4.79284
H: 2.49927 -4.34390 4.48019
H: 4.72598 -5.13318 2.58918
H: 3.08860 -5.66666 2.51988
H: 1.45576 -3.65437 2.76197
H: 2.31115 -2.18938 2.78329
H: 2.06591 -2.05336 0.07876
H: 1.14626 -3.44043 0.21693
H: 0.46858 -2.02130 0.88745
H: 4.72084 -2.27462 2.43273
H: 4.08963 -1.90942 0.91362
H: 6.17140 -2.74290 0.13844
H: 5.39206 -4.35025 0.03980
H: 6.46186 -3.93934 1.30729
C: 6.61567 0.43039 -1.24335
C: 5.28303 1.15772 -1.24661
N: 4.77951 1.41424 -2.58069
C: 4.54601 0.10379 -3.23821
C: 3.61713 -0.84051 -2.50430
C: 3.56030 2.26734 -2.48007
C: 2.96869 2.57527 -3.85305
H: 6.87055 0.41698 -0.18366
H: 7.51314 0.80950 -1.73214
H: 6.48336 -0.59911 -1.57612
H: 4.56957 0.67846 -0.57624
H: 5.51316 2.13984 -0.83360
H: 5.52458 -0.35180 -3.38964
H: 4.28883 0.19154 -4.29380
H: 3.22979 -1.68330 -3.07680
H: 2.67542 -0.39102 -2.18927
H: 4.04976 -1.36769 -1.65400
H: 2.89277 1.75107 -1.79016
H: 3.76914 3.23419 -2.02215
H: 2.72841 1.70769 -4.46760
H: 2.21141 3.34670 -3.71334
H: 3.73774 3.09191 -4.42727
C: -3.44265 2.78211 -3.65172
C: -4.64633 3.49625 -3.08867
N: -4.69432 3.40086 -1.61423
C: -3.77560 4.14072 -0.84452
C: -3.81949 5.60891 -1.08802
C: -4.82267 2.01402 -1.14733
C: -6.14155 1.32814 -1.54014
H: -3.78358 1.76144 -3.82520
H: -2.60119 2.78194 -2.95886
H: -2.98920 3.24372 -4.52887
H: -4.64320 4.57196 -3.26452
H: -5.64147 3.24973 -3.45883
H: -4.06187 3.99761 0.19743
H: -2.74785 3.80120 -0.97323
H: -3.19595 6.11871 -0.35357
H: -3.43973 5.95679 -2.04867
H: -4.82039 6.00626 -0.91941
H: -4.88763 2.02881 -0.05937
H: -3.93641 1.46354 -1.46293
H: -6.08296 1.04807 -2.59191
H: -6.99864 1.98951 -1.41327
H: -6.33161 0.37648 -1.04382
C: 1.68360 6.11443 2.19583
C: 1.25189 4.66283 2.19037
O: 1.11250 4.16251 0.89645
S: 0.57158 5.35485 -0.02927
O: -0.87170 5.50326 -0.06646
O: 1.22975 5.32248 -1.36287
O: 1.28164 6.57637 0.93261
H: 2.76442 6.15211 2.33182
H: 1.20581 6.69938 2.98174
H: 0.31642 4.55431 2.73920
H: 2.09265 4.12077 2.62325
C: 0.67959 1.01381 -0.11806
C: -0.38617 0.96092 -1.26327
O: -1.47176 1.58104 -0.65339
S: -1.58587 1.05058 0.86571
O: -2.16307 -0.31843 0.84667
O: -2.11782 2.07155 1.76096
O: 0.00948 0.92888 1.08094
H: 1.32887 1.87031 -0.29955
H: 1.28883 0.12758 -0.29560
H: -0.64372 -0.06042 -1.54367
H: 0.02938 1.56799 -2.06756

Cartesian forces (eV/Å) of the 3 atoms listed first:
0.3 0.9 -0.5
-0.1 -0.9 1.9
-0.4 -0.3 -0.4